{"formula": "C23H35Cl3IrN6O4S2Si2", "method": "the ωB97M-V functional and the def2-TZVPD basis", "species": ["Ir", "C", "Si", "C", "C", "C", "C", "C", "C", "N", "C", "S", "H", "H", "H", "H", "H", "H", "H", "H", "H", "H", "H", "H", "N", "C", "C", "N", "C", "C", "H", "H", "H", "H", "H", "H", "H", "H", "H", "H", "H", "Cl", "Si", "Cl", "Cl", "C", "C", "O", "H", "H", "H", "H", "H", "H", "O", "S", "O", "O", "C", "N", "C", "C", "C", "N", "C", "C", "C", "N", "C", "C", "H", "H", "H", "H", "H", "H"], "xyz": [[-0.731, 0.190, -0.875], [-4.939, -3.757, -1.016], [-3.394, -4.640, -0.465], [-3.774, -6.032, 0.709], [-2.380, -5.240, -1.915], [-2.308, -3.389, 0.499], [-1.971, -3.596, 1.833], [-1.182, -2.699, 2.553], [-0.709, -1.579, 1.909], [-1.001, -1.359, 0.619], [-1.789, -2.217, -0.059], [-2.032, -1.606, -1.704], [-5.598, -4.449, -1.544], [-4.718, -2.930, -1.694], [-5.492, -3.362, -0.162], [-4.388, -6.779, 0.201], [-4.337, -5.694, 1.581], [-2.872, -6.539, 1.056], [-2.934, -5.996, -2.473], [-1.448, -5.700, -1.578], [-2.142, -4.430, -2.607], [-2.336, -4.481, 2.339], [-0.944, -2.869, 3.593], [-0.102, -0.838, 2.412], [2.875, -0.975, -3.685], [3.344, -0.251, -2.464], [2.130, 0.270, -1.717], [1.080, -0.753, -1.399], [0.849, -1.708, -2.528], [2.103, -2.177, -3.238], [3.650, -1.225, -4.301], [2.238, -0.357, -4.209], [3.981, 0.580, -2.761], [3.933, -0.956, -1.878], [1.668, 1.062, -2.302], [2.482, 0.710, -0.793], [1.372, -1.300, -0.590], [0.188, -1.233, -3.247], [0.327, -2.576, -2.133], [1.831, -2.771, -4.108], [2.764, -2.766, -2.601], [0.453, 0.781, -4.463], [-0.722, 1.462, -2.822], [0.104, 3.366, -2.590], [-2.577, 1.710, -3.644], [-4.676, 1.834, 0.370], [-3.194, 2.033, 0.175], [-2.634, 0.833, -0.433], [-5.089, 2.709, 0.873], [-4.876, 0.957, 0.983], [-5.191, 1.729, -0.586], [-2.675, 2.153, 1.123], [-2.986, 2.892, -0.467], [-3.174, 0.567, -1.196], [6.372, 2.361, 3.583], [6.535, 3.710, 4.029], [7.346, 4.579, 3.215], [6.480, 3.959, 5.442], [4.731, 4.636, 3.527], [4.600, 5.876, 3.868], [3.430, 6.409, 3.512], [2.466, 5.663, 2.834], [2.765, 4.343, 2.542], [3.949, 3.818, 2.907], [1.866, 3.397, 1.831], [2.225, 2.051, 1.769], [1.402, 1.170, 1.113], [0.258, 1.525, 0.502], [-0.079, 2.822, 0.564], [0.679, 3.773, 1.221], [3.265, 7.446, 3.775], [1.525, 6.119, 2.564], [3.138, 1.712, 2.239], [1.635, 0.112, 1.107], [-0.983, 3.110, 0.059], [0.338, 4.799, 1.217]], "lowdin_spin": [0.00, 0.00, 0.00, 0.00, 0.00, 0.00, 0.00, 0.00, 0.00, 0.00, 0.00, 0.00, 0.00, 0.00, 0.00, 0.00, 0.00, 0.00, 0.00, 0.00, 0.00, 0.00, 0.00, 0.00, 0.00, 0.00, 0.00, 0.00, 0.00, 0.00, 0.00, 0.00, 0.00, 0.00, 0.00, 0.00, 0.00, 0.00, 0.00, 0.00, 0.00, 0.00, 0.00, 0.00, 0.00, 0.00, 0.00, 0.00, 0.00, 0.00, 0.00, 0.00, 0.00, 0.00, 0.30, -0.05, 0.39, 0.37, -0.01, 0.00, 0.00, 0.00, 0.00, 0.00, 0.00, 0.00, 0.00, 0.00, 0.00, 0.00, 0.00, 0.00, 0.00, 0.00, 0.00, 0.00], "multiplicity": 2, "relative_energy_kj_mol": 114.6, "energy_ha": -4386.8132, "total_charge": 2, "homo_energy_ha": [-0.4969, -0.4969], "e_lumo_ha": [-0.215, -0.313]}

{"formula": "C4H9BrO2Si", "method": "the ωB97M-V functional and the def2-TZVPD basis", "species": ["C", "C", "C", "C", "O", "O", "Si", "Br", "H", "H", "H", "H", "H", "H", "H", "H", "H"], "xyz": [[-2.338, -1.256, -0.525], [-1.366, -0.525, -1.048], [0.795, -1.373, 2.357], [1.451, 1.845, -1.736], [0.748, -1.069, 0.976], [1.233, 0.714, -0.964], [0.207, -0.152, -0.154], [-0.709, 2.938, 1.278], [-3.247, -1.487, -1.039], [-2.195, -1.920, 0.376], [-1.460, 0.016, -1.954], [-0.197, -1.179, 2.786], [1.472, -0.635, 2.994], [1.001, -2.477, 2.363], [2.511, 2.263, -1.614], [0.727, 2.620, -1.376], [1.367, 1.677, -2.719]], "mulliken_charge": [-0.61, -0.12, -0.54, -0.53, -0.18, -0.17, 0.43, -0.69, 0.28, 0.17, 0.37, 0.29, 0.26, 0.26, 0.21, 0.25, 0.31], "multiplicity": 1, "relative_energy_kj_mol": 0.0, "energy_ha": -3171.7782, "total_charge": 0, "homo_energy_ha": -0.2893, "e_lumo_ha": -0.022}

{"formula": "C10H8F3NO", "method": "the ωB97M-V functional and the def2-TZVPD basis", "species": ["C", "C", "C", "C", "C", "C", "C", "C", "C", "C", "N", "O", "F", "F", "F", "H", "H", "H", "H", "H", "H", "H", "H"], "xyz": [[2.175, 0.604, -0.848], [2.424, 1.341, 0.296], [0.261, 0.728, 1.191], [0.974, -0.076, -0.968], [0.023, -0.024, 0.066], [1.471, 1.420, 1.309], [0.485, -0.864, -2.088], [-1.213, -0.789, -0.210], [-1.490, -2.051, 0.551], [-2.413, 0.075, -0.478], [-0.656, -1.379, -2.060], [1.657, 2.149, 2.429], [-2.127, 1.158, -1.216], [-3.411, -0.564, -1.094], [-2.938, 0.549, 0.681], [2.908, 0.564, -1.640], [3.361, 1.872, 0.403], [-0.466, 0.808, 1.983], [1.114, -1.000, -2.962], [-2.369, -2.546, 0.145], [-1.660, -1.819, 1.603], [-0.638, -2.720, 0.476], [2.528, 2.564, 2.432]], "mulliken_charge": [-0.91, -0.51, -0.14, 0.13, -0.20, 0.53, -0.33, 1.06, -1.51, 0.90, -0.72, -0.53, -0.28, -0.27, -0.28, 0.40, 0.30, 0.50, 0.43, 0.38, 0.37, 0.39, 0.30], "multiplicity": 1, "relative_energy_kj_mol": 87.3, "energy_ha": -815.4285, "total_charge": 0, "homo_energy_ha": -0.3262, "e_lumo_ha": 0.019}

{"formula": "C4H10S", "method": "the ωB97M-V functional and the def2-TZVPD basis", "species": ["C", "C", "C", "C", "S", "H", "H", "H", "H", "H", "H", "H", "H", "H", "H"], "xyz": [[2.497, -1.305, 1.881], [-1.671, 1.343, -1.003], [-0.043, -1.763, 1.005], [-0.912, 2.013, -2.073], [1.501, -0.905, 0.562], [2.076, -1.338, 2.866], [3.539, -1.068, 1.764], [-1.938, 1.882, -0.115], [-1.929, 0.307, -1.080], [0.099, -2.834, 0.885], [-0.305, -1.527, 2.031], [-0.808, -1.404, 0.326], [-0.896, 1.412, -2.978], [0.128, 2.193, -1.773], [-1.338, 2.994, -2.299]], "mulliken_charge": [-0.69, -0.76, -0.63, -0.68, 0.06, 0.26, 0.30, 0.32, 0.36, 0.33, 0.27, 0.11, 0.27, 0.21, 0.28], "multiplicity": 1, "relative_energy_kj_mol": 353.3, "energy_ha": -556.4474, "total_charge": 0, "homo_energy_ha": [-0.2941, -0.2644], "e_lumo_ha": [0.012, 0.021]}

{"formula": "C60H66BrIN3O6PPbS5Sb2Te", "method": "the ωB97M-V functional and the def2-TZVPD basis", "species": ["Pb", "C", "Sb", "C", "C", "C", "C", "C", "C", "C", "C", "C", "Sb", "C", "C", "H", "H", "H", "H", "H", "H", "H", "H", "H", "H", "H", "H", "H", "H", "H", "H", "H", "H", "H", "H", "O", "C", "C", "C", "C", "C", "C", "C", "O", "N", "N", "C", "S", "C", "C", "S", "H", "H", "H", "H", "H", "H", "H", "H", "H", "O", "C", "O", "S", "C", "C", "C", "C", "H", "H", "H", "H", "H", "H", "H", "H", "C", "C", "C", "C", "C", "C", "Te", "C", "C", "C", "H", "H", "H", "H", "H", "H", "H", "H", "H", "H", "H", "S", "P", "S", "C", "C", "C", "C", "C", "C", "C", "C", "C", "C", "C", "C", "H", "H", "H", "H", "H", "H", "H", "H", "H", "H", "Br", "C", "C", "C", "C", "C", "N", "H", "H", "H", "H", "I", "C", "C", "C", "C", "C", "C", "C", "O", "O", "H", "H", "H", "H"], "xyz": [[-0.011, -0.478, 1.255], [-5.119, 0.017, 0.160], [-3.746, 0.286, -1.558], [-5.445, -0.024, -2.883], [-2.453, -0.908, -3.031], [-2.362, -0.634, -4.504], [-2.533, -1.716, -5.374], [-2.334, -1.610, -6.742], [-1.941, -0.395, -7.281], [-1.809, 0.704, -6.447], [-2.049, 0.626, -5.075], [-1.992, 1.873, -4.258], [-0.241, 2.059, -2.969], [1.051, 2.547, -4.627], [-0.687, 4.120, -2.577], [-5.688, -0.913, 0.107], [-5.794, 0.880, 0.157], [-4.537, 0.010, 1.083], [-5.098, -0.168, -3.906], [-6.113, 0.839, -2.846], [-6.005, -0.902, -2.558], [-2.718, -1.955, -2.893], [-1.492, -0.751, -2.532], [-2.803, -2.675, -4.944], [-2.464, -2.478, -7.377], [-1.752, -0.297, -8.343], [-1.535, 1.667, -6.866], [-2.833, 1.934, -3.572], [-2.018, 2.758, -4.898], [0.639, 3.415, -5.146], [1.109, 1.708, -5.322], [2.043, 2.793, -4.250], [-0.667, 4.664, -3.523], [0.059, 4.527, -1.898], [-1.671, 4.208, -2.123], [4.507, 0.887, 1.443], [5.134, -0.246, 1.794], [6.514, -0.166, 2.010], [7.230, -1.292, 2.360], [6.590, -2.522, 2.505], [5.224, -2.597, 2.306], [4.476, -1.474, 1.956], [3.000, -1.562, 1.783], [2.407, -0.594, 1.189], [2.421, -2.619, 2.282], [1.031, -2.588, 2.180], [0.533, -3.732, 2.467], [-1.186, -4.054, 2.639], [-0.929, -5.631, 3.496], [0.257, -6.301, 2.839], [1.606, -5.093, 2.810], [3.557, 0.675, 1.286], [6.987, 0.802, 1.891], [8.301, -1.215, 2.515], [7.153, -3.408, 2.769], [4.695, -3.534, 2.416], [-1.847, -6.210, 3.384], [-0.740, -5.446, 4.555], [0.008, -6.592, 1.818], [0.597, -7.178, 3.392], [-3.563, 3.330, 0.808], [-2.666, 3.064, 0.173], [3.069, -2.432, -1.381], [2.304, -1.184, -1.698], [2.080, -1.219, -3.513], [3.281, -0.518, -4.176], [4.321, -0.253, -3.086], [3.514, 0.143, -1.861], [1.128, -0.745, -3.755], [2.010, -2.282, -3.745], [2.952, 0.433, -4.592], [3.688, -1.113, -4.995], [5.037, 0.521, -3.366], [4.870, -1.170, -2.858], [2.956, 1.074, -2.001], [4.072, 0.210, -0.931], [-2.402, -7.540, -3.395], [-2.442, -6.249, -2.620], [-3.642, -5.704, -2.187], [-3.691, -4.516, -1.462], [-5.038, -3.986, -1.051], [-2.499, -3.839, -1.152], [-2.627, -2.127, 0.100], [-1.279, -4.368, -1.604], [0.039, -3.673, -1.410], [-1.275, -5.562, -2.322], [-3.400, -7.970, -3.492], [-1.764, -8.278, -2.905], [-2.005, -7.386, -4.402], [-4.572, -6.213, -2.423], [-5.833, -4.628, -1.432], [-5.194, -2.973, -1.432], [-5.125, -3.918, 0.036], [0.020, -2.992, -0.562], [0.272, -3.079, -2.298], [0.858, -4.376, -1.258], [-0.321, -5.956, -2.661], [3.622, 4.131, -1.818], [2.662, 4.032, -0.082], [1.292, 2.621, 0.183], [1.848, 5.652, 0.265], [2.187, 6.795, -0.448], [1.572, 8.009, -0.169], [0.611, 8.091, 0.828], [0.264, 6.951, 1.543], [0.875, 5.739, 1.259], [3.851, 3.958, 1.312], [3.403, 3.577, 2.574], [4.279, 3.530, 3.646], [5.617, 3.856, 3.464], [6.070, 4.229, 2.206], [5.189, 4.281, 1.134], [2.930, 6.711, -1.233], [1.839, 8.891, -0.738], [0.125, 9.036, 1.042], [-0.494, 7.003, 2.316], [0.586, 4.841, 1.791], [2.370, 3.273, 2.701], [3.921, 3.211, 4.618], [6.308, 3.800, 4.297], [7.116, 4.470, 2.056], [5.531, 4.550, 0.142], [2.299, -0.211, 4.784], [1.064, 1.200, 4.563], [0.743, 1.998, 5.655], [-0.145, 3.035, 5.449], [-0.661, 3.246, 4.176], [-0.263, 2.395, 3.163], [0.585, 1.380, 3.353], [1.166, 1.787, 6.625], [-0.433, 3.674, 6.275], [-1.359, 4.045, 3.969], [-0.618, 2.531, 2.146], [-8.033, 0.351, 5.581], [-6.019, 0.062, 5.088], [-5.054, 0.864, 5.677], [-3.719, 0.648, 5.367], [-3.353, -0.341, 4.465], [-4.337, -1.117, 3.864], [-5.674, -0.929, 4.182], [-1.893, -0.580, 4.138], [-1.092, -0.723, 5.055], [-1.659, -0.620, 2.880], [-5.339, 1.645, 6.370], [-2.946, 1.248, 5.833], [-4.051, -1.853, 3.121], [-6.438, -1.534, 3.713]], "mulliken_charge": [2.01, -1.18, 0.54, -1.28, -0.37, 1.08, -0.77, -0.69, -0.75, -0.75, 0.95, -1.60, 0.11, -1.57, -0.97, 0.33, 0.52, 0.07, 0.32, 0.41, 0.29, 0.26, -0.27, 0.48, 0.40, 0.36, 0.34, 0.09, 0.75, 0.59, 0.38, 0.34, 0.51, -0.02, 0.28, 0.23, 0.14, -0.95, -0.38, -0.99, -0.40, 0.15, -0.04, 0.17, -0.49, 1.08, -0.49, 0.10, -0.75, -0.51, -0.09, -0.29, 0.46, 0.38, 0.38, 0.51, 0.42, 0.31, 0.23, 0.38, -0.27, 0.22, -0.80, 1.15, -0.40, -0.62, -0.92, 0.46, -0.31, 0.82, 0.07, 0.36, 0.47, 0.31, -0.55, -0.08, -1.53, 0.86, -1.08, 1.23, -1.31, -0.63, -0.66, 1.02, -0.79, -1.02, 0.35, 0.33, 0.31, 0.22, 0.43, 0.02, 0.21, -0.73, 0.10, 0.61, 0.45, -0.69, 0.71, 0.34, 0.09, -0.71, -0.54, -0.45, -0.63, 0.27, 0.22, 0.38, -0.40, -0.63, -0.57, -0.67, 0.34, 0.38, 0.36, 0.41, -0.03, -0.13, 0.41, 0.36, 0.38, 0.31, -0.06, -0.29, -0.91, -0.79, -0.80, -0.33, 1.74, 0.54, 0.45, 0.56, 0.04, 0.01, 0.02, -0.62, -0.35, 0.01, -0.07, -0.58, -0.25, -0.65, 0.06, 0.36, 0.44, 0.50, 0.40], "multiplicity": 1, "relative_energy_kj_mol": 92.8, "energy_ha": -9087.1991, "total_charge": -2, "homo_energy_ha": -0.0852, "e_lumo_ha": 0.112}

{"formula": "C41H50AsN6O3SSiTi", "method": "the ωB97M-V functional and the def2-TZVPD basis", "species": ["Ti", "N", "C", "S", "N", "N", "C", "C", "C", "C", "C", "C", "C", "C", "C", "C", "C", "C", "N", "H", "H", "H", "H", "H", "H", "H", "H", "H", "H", "H", "C", "O", "C", "O", "H", "H", "H", "C", "As", "C", "C", "H", "H", "H", "H", "H", "H", "H", "H", "H", "C", "C", "C", "C", "C", "C", "Si", "C", "C", "C", "C", "C", "C", "C", "C", "C", "C", "C", "C", "H", "H", "H", "H", "H", "H", "H", "H", "H", "H", "H", "H", "H", "H", "H", "C", "N", "C", "C", "O", "N", "C", "C", "H", "H", "H", "H", "H", "H", "H", "H", "H", "H", "H", "H"], "xyz": [[0.204, -0.206, -0.076], [-1.132, 1.816, 3.638], [-0.429, 1.287, 2.587], [-0.463, -0.417, 2.352], [0.189, 2.165, 1.831], [0.850, 1.521, 0.814], [1.890, 2.140, 0.335], [2.328, 3.476, 0.831], [1.452, 4.559, 0.846], [1.867, 5.799, 1.305], [3.163, 5.970, 1.781], [4.037, 4.893, 1.795], [3.620, 3.653, 1.321], [2.725, 1.329, -0.546], [3.851, 1.829, -1.193], [4.703, 0.961, -1.842], [4.425, -0.398, -1.806], [3.261, -0.813, -1.203], [2.372, 0.025, -0.636], [-1.342, 1.178, 4.387], [-0.841, 2.740, 3.917], [0.432, 4.405, 0.527], [1.174, 6.632, 1.307], [3.486, 6.936, 2.147], [5.043, 5.012, 2.177], [4.304, 2.812, 1.343], [4.044, 2.893, -1.164], [5.584, 1.333, -2.351], [5.092, -1.134, -2.240], [3.014, -1.861, -1.176], [-3.783, -2.200, -0.025], [-2.554, -1.592, 0.386], [-1.638, -1.220, -0.567], [-1.921, -1.456, -1.739], [-3.799, -3.213, 0.366], [-3.890, -2.214, -1.104], [-4.596, -1.633, 0.426], [0.027, -1.091, -4.272], [-0.087, 0.253, -2.872], [1.191, 1.514, -3.664], [-1.776, 0.974, -3.516], [-0.473, -0.686, -5.149], [-0.477, -1.993, -3.934], [1.060, -1.318, -4.521], [0.806, 1.914, -4.600], [2.122, 0.978, -3.859], [1.415, 2.333, -2.983], [-1.588, 1.511, -4.443], [-2.264, 1.619, -2.796], [-2.414, 0.115, -3.700], [1.772, -5.565, -3.537], [1.359, -6.097, -2.321], [1.045, -5.257, -1.259], [1.134, -3.859, -1.364], [1.538, -3.361, -2.606], [1.858, -4.189, -3.679], [0.821, -2.746, 0.167], [-0.379, -3.802, 1.184], [-0.182, -4.012, 2.553], [-1.049, -4.810, 3.298], [-2.128, -5.427, 2.681], [-2.345, -5.231, 1.320], [-1.487, -4.419, 0.588], [2.460, -2.900, 1.157], [2.904, -1.871, 2.002], [4.089, -1.975, 2.726], [4.871, -3.117, 2.618], [4.457, -4.152, 1.790], [3.269, -4.042, 1.073], [2.015, -6.218, -4.368], [1.280, -7.172, -2.197], [0.725, -5.705, -0.323], [1.598, -2.294, -2.753], [2.162, -3.758, -4.629], [0.667, -3.550, 3.050], [-0.874, -4.955, 4.358], [-2.796, -6.059, 3.255], [-3.188, -5.707, 0.831], [-1.681, -4.268, -0.473], [2.314, -0.972, 2.099], [4.401, -1.161, 3.372], [5.796, -3.200, 3.177], [5.061, -5.049, 1.700], [2.976, -4.864, 0.428], [-3.570, 1.351, 1.260], [-3.357, 2.499, 0.390], [-4.551, 3.275, 0.087], [-2.202, 2.606, -0.319], [-1.425, 1.659, -0.478], [-1.944, 3.849, -0.869], [-2.323, 5.085, -0.202], [-0.960, 3.985, -1.931], [-3.894, 1.685, 2.248], [-2.663, 0.772, 1.365], [-4.345, 0.706, 0.835], [-5.371, 2.590, -0.133], [-4.394, 3.906, -0.783], [-4.856, 3.902, 0.929], [-2.977, 5.706, -0.823], [-1.424, 5.666, 0.026], [-2.832, 4.872, 0.735], [-0.473, 3.039, -2.098], [-0.199, 4.718, -1.657], [-1.425, 4.315, -2.862]], "lowdin_spin": [0.76, 0.01, 0.01, -0.01, -0.02, 0.01, 0.08, 0.01, 0.01, 0.00, 0.01, 0.00, 0.01, 0.04, 0.01, 0.03, 0.01, 0.03, 0.03, 0.00, 0.00, 0.00, 0.00, 0.00, 0.00, 0.00, 0.00, 0.00, 0.00, 0.00, 0.00, 0.00, -0.01, 0.00, 0.00, 0.00, 0.00, 0.00, 0.00, 0.00, 0.00, 0.00, 0.00, 0.00, 0.00, 0.00, 0.00, 0.00, 0.00, 0.00, 0.00, 0.00, 0.00, 0.00, 0.00, 0.00, -0.01, 0.00, 0.00, 0.00, 0.00, 0.00, 0.00, 0.00, 0.00, 0.00, 0.00, 0.00, 0.00, 0.00, 0.00, 0.00, 0.00, 0.00, 0.00, 0.00, 0.00, 0.00, 0.00, 0.00, 0.00, 0.00, 0.00, 0.00, 0.00, 0.00, 0.00, 0.00, 0.00, 0.00, 0.00, 0.00, 0.00, 0.00, 0.00, 0.00, 0.00, 0.00, 0.00, 0.00, 0.00, 0.00, 0.00, 0.00], "multiplicity": 2, "energy_ha": -5919.5645, "total_charge": 0, "homo_energy_ha": [-0.2382, -0.2608], "e_lumo_ha": [-0.010, -0.024]}